C12H21N5O3 | the ωB97M-V functional and the def2-TZVPD basis

- DFT total energy: -26371.168 eV
- Relative energy (zero: lowest compared OMol25 entry of this formula, charge and spin): 799.3 kJ/mol
- HOMO level: -8.52 eV
- HOMO-LUMO gap: 0.3330 Eh
- Structure (SMILES): NCCCC[C@H](N)C(=O)N[C@@H](Cc1c[nH]cn1)C(=O)O

The geometry in ORCA input format:
```
! wB97M-V def2-TZVPD RIJCOSX def2/J DEFGRID3
* xyz 0 1
C 1.40 -1.31 0.57
C 0.68 -0.17 0.00
C 0.13 -2.21 1.27
C -0.40 -3.14 -0.01
C -1.67 -4.00 0.20
C -1.42 -5.33 0.59
C 1.30 2.13 -0.33
C 2.50 3.02 -0.13
C -0.08 2.89 -0.11
C -0.71 3.89 -1.04
C -2.15 4.22 -1.17
C -0.86 5.18 -2.70
H 2.78 -1.93 1.78
H 2.06 -0.44 2.18
H 1.67 -1.93 -0.21
H -0.88 -1.51 1.36
H 0.16 -2.66 2.27
H 0.54 -3.61 -0.53
H -0.62 -2.51 -0.97
H -2.27 -3.78 -0.90
H -2.15 -3.48 1.06
H -0.65 -5.92 0.01
H -2.49 -5.62 0.69
H -1.53 -4.54 2.46
H -0.46 -6.09 2.40
H 2.26 0.58 0.63
H 1.30 1.81 -1.50
H -0.73 2.09 0.49
H 0.44 3.63 0.67
H -3.15 4.05 -0.55
H -0.37 5.85 -3.38
H -3.11 5.48 -2.62
H 1.78 4.56 -0.94
N 2.52 -1.03 1.41
N -0.83 -5.26 1.88
N 1.26 0.95 0.49
N 0.08 4.56 -1.95
N -2.21 5.19 -2.13
O -0.28 -0.30 -0.88
O 3.64 2.50 0.18
O 2.50 4.20 -0.51
*
```

C19H38Br3F3N3O | the ωB97M-V functional and the def2-TZVPD basis

- DFT total energy: -245103.643 eV
- HOMO level: -12.22 eV
- HOMO-LUMO gap: 0.2194 Eh

The geometry in ORCA input format:
```
! wB97M-V def2-TZVPD RIJCOSX def2/J DEFGRID3
* xyz 1 1
N -0.69 6.86 2.32
C -0.20 5.46 1.90
N 1.08 5.45 1.33
N -1.08 4.24 2.07
C -0.28 2.95 2.15
C 0.23 2.37 0.71
C 0.99 0.89 0.80
F 1.23 0.49 -0.63
Br -0.22 -0.53 1.56
C 2.47 0.96 1.51
F 2.85 2.29 2.04
F 2.60 -0.16 2.49
Br 3.86 0.55 0.07
C -1.97 4.43 3.31
C -1.12 4.39 4.72
O -0.93 3.19 5.32
Br -0.30 5.97 5.65
H -0.51 7.44 1.45
H 0.05 7.20 3.00
H 1.96 5.45 1.88
H 1.08 5.43 0.26
H 0.58 3.01 2.98
H -1.05 2.14 2.58
H -0.66 2.22 -0.07
H 1.00 3.08 0.15
H -2.70 3.49 3.34
H -2.68 5.38 3.21
C 7.05 -4.03 -3.41
C 5.95 -4.57 -2.51
C 4.63 -4.80 -3.25
C 3.98 -3.55 -3.85
C 3.68 -2.43 -2.85
C 2.68 -2.83 -1.77
H 6.79 -3.04 -3.81
H 7.98 -3.92 -2.84
H 7.24 -4.71 -4.24
H 5.80 -3.89 -1.66
H 6.28 -5.52 -2.09
H 3.92 -5.28 -2.56
H 4.80 -5.52 -4.05
H 3.04 -3.85 -4.34
H 4.62 -3.15 -4.64
H 3.27 -1.57 -3.41
H 4.60 -2.07 -2.39
H 1.74 -3.15 -2.21
H 2.48 -1.97 -1.12
H 3.07 -3.64 -1.15
C -6.51 -2.83 -0.55
C -5.26 -2.13 -1.05
C -4.19 -1.95 0.03
C -4.60 -1.09 1.23
C -5.05 0.34 0.89
C -3.96 1.18 0.23
H -7.01 -2.26 0.24
H -7.22 -2.97 -1.37
H -6.27 -3.82 -0.15
H -5.54 -1.16 -1.48
H -4.84 -2.71 -1.87
H -3.29 -1.52 -0.44
H -3.90 -2.94 0.40
H -3.75 -1.03 1.92
H -5.40 -1.59 1.78
H -5.36 0.83 1.81
H -5.94 0.32 0.24
H -3.08 1.25 0.88
H -4.33 2.19 0.05
H -3.65 0.76 -0.73
*
```

C2H5N3OS | the ωB97M-V functional and the def2-TZVPD basis

- DFT total energy: -19504.020 eV
- Relative energy (zero: lowest compared OMol25 entry of this formula, charge and spin): 475.7 kJ/mol
- HOMO level: -9.45 eV
- HOMO-LUMO gap: 0.3503 Eh
- Structure (SMILES): [H]/N=C(\NS)NC=O

The geometry in ORCA input format:
```
! wB97M-V def2-TZVPD RIJCOSX def2/J DEFGRID3
* xyz 0 1
C 0.41 -0.92 -0.09
C -1.64 0.29 1.12
H 1.20 2.68 -0.77
H 2.30 -0.36 0.03
H 2.14 -1.94 0.07
H -1.41 -1.86 0.96
H -1.26 1.37 1.17
N 1.26 0.19 -0.25
N 1.01 -2.01 0.00
N -0.98 -0.80 0.43
O -2.69 -0.15 1.72
S 1.06 1.46 -1.41
*
```

Question: Look up the HOMO level of the first one.
Answer: -8.52 eV

Question: Among the records above, which one has the lowest HOMO-LUMO gap?
Answer: C19H38Br3F3N3O

Question: The lowest HOMO-LUMO gap belongs to which entry?
Answer: C19H38Br3F3N3O

Question: What is the HOMO level in the second record?
Answer: -12.22 eV